1.
The following is a quantum chemistry calculation of 5 unconnected molecules or ions with the total composition C28H70B2NO3 at a distorted geometry, from the Open Molecules 2025 dataset.

Calculated total energy, Eh: -1439.17124
Orbital gap, Eh: 0.2232
Lowest unoccupied orbital energy, eV: 2.484
Charge: -1

Last column: Löwdin charge in e.
Geometry (Å):
C  -3.6064  4.6990  -1.5241  -0.1364
C  -2.6400  5.1689  -2.6720  -0.2289
C  -2.6781  4.1037  -3.8165  -0.2018
C  -1.2874  3.5689  -4.2614  -0.2910
O  -0.4509  3.1199  -3.2503  -0.0899
B  -1.0529  2.0790  -2.3771  -0.6894
N  0.0429  1.7626  -1.2830  0.0620
B  -1.4287  0.6198  -3.1237  -0.4688
O  -0.8783  0.0801  -4.3304  0.0724
O  -2.3994  -0.2266  -2.4734  0.0631
H  -3.0698  4.0321  -0.8362  0.0425
H  -4.5017  4.2007  -1.9289  0.0621
H  -3.9826  5.5628  -0.9389  0.0540
H  -1.6377  5.3090  -2.2493  0.1016
H  -3.0340  6.1319  -3.0324  0.0852
H  -3.1089  4.6135  -4.7066  0.0990
H  -3.3977  3.3035  -3.5806  0.0938
H  -0.7674  4.4257  -4.7430  0.1127
H  -1.4507  2.8310  -5.0799  0.1088
H  -2.0242  2.4626  -1.7366  0.0850
H  0.6968  1.1283  -1.7456  0.0368
H  -0.4563  1.1700  -0.6180  0.0136
H  -1.5672  -0.0148  -4.9846  0.0622
H  -2.6082  0.1737  -1.6376  0.0370
C  -6.1118  -1.7237  3.7370  -0.1179
C  -5.0890  -0.6506  4.0941  -0.2753
C  -4.9167  0.4077  3.0050  -0.2300
C  -4.3953  -0.1171  1.6658  -0.2247
C  -3.0525  -0.8445  1.7339  -0.2631
C  -1.9099  0.0432  2.2134  -0.1078
H  -5.8130  -2.2870  2.8513  0.0649
H  -6.2201  -2.4349  4.5587  0.0648
H  -7.0912  -1.2787  3.5459  0.0723
H  -4.1290  -1.1205  4.3251  0.0970
H  -5.4141  -0.1520  5.0125  0.1006
H  -4.2459  1.1881  3.3763  0.1010
H  -5.8801  0.8996  2.8317  0.1077
H  -4.3062  0.7276  0.9750  0.1116
H  -5.1372  -0.7883  1.2223  0.1008
H  -2.8107  -1.2159  0.7337  0.1024
H  -3.1281  -1.7271  2.3770  0.0967
H  -1.7895  0.9084  1.5572  0.0656
H  -0.9708  -0.5139  2.2081  0.0745
H  -2.0738  0.4031  3.2315  0.0652
C  4.4170  2.7791  2.9947  -0.1189
C  3.6096  4.0633  2.8464  -0.2704
C  2.2742  4.0251  3.5876  -0.2347
C  1.2954  2.9537  3.1018  -0.2313
C  0.9309  3.0309  1.6174  -0.2737
C  0.2225  4.3220  1.2357  -0.1017
H  3.8907  1.9223  2.5707  0.0561
H  5.3728  2.8697  2.4737  0.0671
H  4.6252  2.5688  4.0474  0.0719
H  3.4520  4.2774  1.7864  0.1022
H  4.2017  4.8950  3.2418  0.1001
H  1.8031  5.0099  3.5141  0.0979
H  2.4643  3.8632  4.6555  0.1034
H  0.3784  3.0286  3.6976  0.1047
H  1.7077  1.9608  3.3116  0.0960
H  0.2751  2.1939  1.3771  0.0692
H  1.8223  2.9046  0.9990  0.0997
H  -0.6997  4.4463  1.8113  0.0721
H  -0.0403  4.3018  0.1762  0.0650
H  0.8544  5.1982  1.4049  0.0608
C  4.9743  -4.2855  4.7590  -0.1146
C  6.2916  -3.6663  4.3051  -0.2742
C  6.4804  -2.2272  4.7835  -0.2324
C  5.4450  -1.2283  4.2622  -0.2278
C  5.3442  -1.1345  2.7400  -0.2647
C  6.6311  -0.6558  2.0786  -0.1091
H  4.1150  -3.7474  4.3557  0.0665
H  4.9035  -5.3205  4.4192  0.0672
H  4.8993  -4.2835  5.8490  0.0729
H  6.3663  -3.7193  3.2155  0.0982
H  7.1144  -4.2717  4.6975  0.1013
H  7.4837  -1.8921  4.5026  0.0991
H  6.4556  -2.2106  5.8786  0.1071
H  5.6873  -0.2383  4.6628  0.1054
H  4.4595  -1.4802  4.6650  0.1019
H  4.5428  -0.4346  2.4897  0.0927
H  5.0500  -2.0989  2.3163  0.1003
H  6.9196  0.3278  2.4564  0.0696
H  6.4943  -0.5732  0.9989  0.0722
H  7.4579  -1.3475  2.2531  0.0627
C  -2.8560  -2.8393  -4.4064  -0.1088
C  -1.3849  -3.1915  -4.5856  -0.2633
C  -0.9538  -3.2724  -6.0491  -0.2237
C  -1.6550  -4.3525  -6.8767  -0.2338
C  -1.5111  -5.7760  -6.3389  -0.2770
C  -0.0682  -6.2660  -6.3051  -0.1188
H  -3.5103  -3.6006  -4.8424  0.0614
H  -3.0979  -2.7608  -3.3470  0.0673
H  -3.0857  -1.8797  -4.8730  0.0705
H  -1.1666  -4.1330  -4.0701  0.0989
H  -0.7847  -2.4250  -4.0921  0.0946
H  0.1289  -3.4287  -6.0887  0.1020
H  -1.1323  -2.3028  -6.5252  0.1081
H  -1.2595  -4.3182  -7.8984  0.1050
H  -2.7197  -4.1144  -6.9602  0.0984
H  -2.0935  -6.4478  -6.9778  0.0993
H  -1.9478  -5.8505  -5.3393  0.0972
H  0.3753  -6.2399  -7.3035  0.0713
H  -0.0248  -7.2968  -5.9456  0.0645
H  0.5482  -5.6598  -5.6397  0.0654

Force components x, y, z for each atom (eV/Å):
0.305 0.862 0.159
-1.275 -0.964 0.512
0.193 0.748 -0.502
-0.040 0.763 -0.215
-0.645 0.095 -0.134
1.120 0.285 0.519
-0.209 -0.390 -0.291
-1.106 -0.971 -0.275
-0.181 0.402 0.856
1.173 -0.126 -1.374
-0.364 0.061 -0.306
0.387 0.018 0.090
0.255 -0.292 -0.170
-0.155 -0.099 -0.299
0.367 -0.200 -0.049
0.211 -0.326 0.224
0.504 0.112 0.126
-0.172 -0.258 0.079
0.042 -0.052 0.361
-0.361 0.101 0.053
0.199 0.114 0.325
0.316 -0.011 0.173
-0.283 -0.347 -0.273
-0.272 0.520 0.439
0.090 -0.072 0.102
-0.132 0.062 -0.026
0.094 0.064 0.020
-0.054 -0.084 -0.034
0.010 0.108 -0.077
0.055 -0.119 0.003
-0.030 0.020 -0.001
-0.049 -0.018 -0.040
0.014 -0.016 -0.044
0.012 0.029 -0.029
0.051 -0.005 0.005
-0.005 -0.010 -0.030
0.001 -0.018 0.025
0.023 -0.020 0.009
-0.009 0.024 0.007
-0.020 -0.027 0.030
-0.040 -0.002 -0.010
-0.005 0.017 0.043
0.023 0.081 -0.001
0.007 0.030 -0.020
0.076 0.045 -0.119
0.029 0.004 0.129
-0.081 0.050 0.026
0.025 -0.043 -0.062
-0.053 0.070 0.297
0.020 0.013 -0.206
0.003 0.012 0.021
0.009 -0.068 0.028
-0.029 -0.039 -0.010
-0.055 -0.016 0.019
-0.015 0.015 -0.034
-0.016 -0.028 -0.019
0.049 0.015 -0.013
0.006 0.002 -0.003
0.009 0.017 0.033
0.109 -0.004 -0.084
-0.066 -0.064 -0.052
0.028 0.038 0.035
0.000 -0.072 0.024
-0.033 0.018 0.038
0.035 -0.068 -0.118
-0.014 -0.007 0.146
0.086 0.049 -0.051
-0.094 -0.049 0.007
0.035 0.115 0.057
-0.055 -0.068 -0.116
0.002 -0.009 0.032
-0.052 0.008 0.038
-0.032 0.029 -0.014
0.008 0.040 0.007
0.016 0.016 -0.048
-0.022 0.013 0.004
0.000 -0.031 -0.013
-0.010 -0.001 -0.028
0.021 0.002 0.014
-0.015 -0.057 0.002
-0.013 -0.001 0.033
0.021 -0.023 0.014
0.049 0.033 0.022
0.013 0.031 0.009
-0.004 -0.260 0.068
0.018 0.079 0.008
0.080 -0.083 0.047
-0.070 0.050 0.009
0.023 0.010 -0.139
-0.060 -0.111 0.107
0.004 0.026 -0.041
-0.030 0.142 -0.045
-0.036 -0.009 0.046
-0.003 -0.037 -0.057
-0.038 0.001 -0.028
-0.015 0.016 -0.035
0.015 0.005 0.038
-0.004 -0.038 0.006
0.016 0.012 0.017
-0.020 0.006 0.038
-0.002 0.048 -0.010
0.025 0.038 0.022
0.060 0.017 -0.023
0.004 0.008 -0.034

=====

2.
The following is a quantum chemistry calculation of 10 unconnected molecules or ions with the total composition C28H71BN13O17 at a distorted geometry, from the Open Molecules 2025 dataset.

Multiplicity: 2
Calculated total energy, Eh: -3125.15645
Orbital gap (spin up / spin down), Eh: 0.2936 / 0.0869
Lowest unoccupied orbital energy (spin up / spin down), eV: -0.206 / -5.831
Charge: 0

Last column: Löwdin charge in e.
Geometry (Å):
O  -2.7520  -2.0650  1.7978  0.1222
C  -2.6440  -0.9862  1.2130  -0.3405
O  -1.8368  0.0634  1.3724  0.1713
B  -1.6431  0.8493  0.1087  -0.8469
O  -2.7777  0.3678  -0.7102  0.2320
C  -3.2287  -0.7340  -0.2547  -0.3747
O  -3.8510  -1.6170  -0.8661  0.0635
O  -0.2909  0.5662  -0.4958  0.2106
C  0.4790  1.6140  -0.5075  -0.4174
O  1.5920  1.7416  -0.8722  0.1477
C  -0.3493  2.7984  0.0219  -0.2858
O  -1.6414  2.3048  0.2665  0.1900
O  0.0284  3.9538  0.0830  0.1424
C  -4.7187  -2.0665  -5.6110  0.0437
C  -4.6891  -0.4288  -5.4829  -0.3531
C  -4.7070  0.0373  -4.1096  -0.1771
O  -5.0913  1.4437  -4.0857  -0.1724
C  -5.6683  1.8491  -2.8108  -0.0466
N  -3.5288  -0.0402  -6.1518  0.3372
H  -3.8579  -2.5702  -5.1712  0.0842
H  -4.7343  -2.3641  -6.6594  0.0814
H  -5.6235  -2.3368  -5.0666  0.0844
H  -5.5266  0.0439  -5.9960  0.1641
H  -3.8617  -0.1930  -3.4610  0.1240
H  -5.4704  -0.5220  -3.5688  0.1381
H  -4.9135  1.5586  -2.0800  0.0814
H  -6.5452  1.2383  -2.5964  0.0850
H  -6.0753  2.8454  -2.6387  0.0966
H  -3.7077  0.9534  -6.1218  0.1538
H  -2.7628  -0.2297  -5.5214  0.0856
C  4.6484  -4.4226  0.2830  -0.0831
C  3.2915  -4.8900  0.6139  -0.4467
C  2.0766  -3.9031  0.3059  -0.2217
O  1.9641  -2.8379  1.1608  -0.1705
C  0.7426  -2.0359  0.9852  -0.0197
N  3.1972  -6.2756  0.2198  0.0409
H  5.4336  -5.1306  0.5482  0.0820
H  4.9083  -3.5938  0.9416  0.0962
H  4.6668  -4.3129  -0.8013  0.0724
H  3.3696  -4.7216  1.6880  0.1254
H  1.1723  -4.5115  0.2911  0.1156
H  2.1770  -3.5146  -0.7075  0.0970
H  0.5469  -1.1359  1.5681  0.0812
H  -0.0514  -2.7256  1.2716  0.0883
H  0.7305  -1.7861  -0.0757  0.0639
H  2.3108  -6.7568  0.1672  0.0677
H  3.6595  -6.6808  1.0212  0.0753
C  -4.4895  1.1079  3.3085  -0.0170
C  -3.2264  1.8138  4.0528  -0.4048
C  -2.9458  3.1875  3.5128  -0.2154
O  -4.0413  3.9973  3.8307  -0.1922
C  -4.0079  5.2435  3.1686  -0.0923
N  -3.3290  1.7364  5.4569  0.0395
H  -4.5363  1.1675  2.2211  0.0594
H  -5.4675  1.3906  3.6980  0.0708
H  -4.5282  0.0205  3.3723  0.0604
H  -2.2709  1.3226  3.8689  0.0997
H  -3.0012  3.1335  2.4255  0.1170
H  -2.0047  3.6442  3.8193  0.1256
H  -3.0225  5.3982  2.7291  0.0835
H  -4.2075  6.0821  3.8356  0.0877
H  -4.7150  5.1752  2.3419  0.0883
H  -3.9500  0.9670  5.6632  0.0858
H  -3.8775  2.5438  5.7165  0.0841
C  0.4809  1.3793  3.6581  -0.0628
C  0.6874  1.1562  5.1913  -0.3457
C  2.0411  1.7707  5.6766  -0.1934
O  2.5584  2.7698  4.8166  -0.2241
C  3.8532  3.1383  5.2305  -0.1160
N  -0.3542  1.9007  5.8995  0.0334
H  -0.2275  0.6085  3.3544  0.0534
H  1.3875  1.0478  3.1517  0.0610
H  0.2018  2.3270  3.1977  0.0821
H  0.7014  0.0908  5.4209  0.1355
H  2.7235  0.9389  5.8514  0.1173
H  1.9262  2.2469  6.6503  0.1151
H  4.4565  2.2342  5.1483  0.0877
H  3.9520  3.6741  6.1745  0.0875
H  4.2587  3.8242  4.4868  0.0886
H  -1.2879  1.5683  5.7053  0.0106
H  -0.4422  2.8021  5.4524  0.0604
C  3.8406  -2.4941  -3.5617  -0.0838
C  4.0503  -1.6333  -2.3962  -0.4380
C  5.5616  -1.4291  -2.0653  -0.2088
O  5.7211  -0.8102  -0.8373  -0.2044
C  7.0626  -0.4524  -0.6119  -0.1030
N  3.2869  -0.3807  -2.6025  0.0811
H  4.3934  -2.1886  -4.4500  0.0908
H  2.7726  -2.6875  -3.6622  0.0636
H  4.1416  -3.5068  -3.2933  0.0774
H  3.7194  -2.2089  -1.5318  0.1099
H  6.0399  -0.8683  -2.8684  0.1288
H  5.9939  -2.4251  -1.9699  0.1235
H  7.3972  0.2386  -1.3856  0.0913
H  7.8530  -1.1902  -0.7500  0.0834
H  7.2664  -0.1084  0.4021  0.0996
H  3.2993  0.0983  -1.7134  0.0353
H  3.8791  0.1946  -3.1843  0.0800
C  -5.7675  -4.7484  -2.0709  -0.8264
O  -5.0067  -4.7600  -3.0083  0.0239
N  -5.8711  -3.7505  -1.2470  0.1778
N  -6.4912  -5.7566  -1.7459  0.1662
H  -6.4092  -3.8928  -0.4043  0.1147
H  -5.4044  -2.8796  -1.4560  0.0751
H  -7.2229  -5.6046  -1.0665  0.1117
H  -6.5466  -6.5269  -2.3968  0.1256
C  4.1445  1.7010  1.6270  -0.7432
O  4.9729  1.4698  2.5074  0.0144
N  3.0807  2.4419  1.8776  0.1818
N  4.1662  1.2729  0.4118  0.1999
H  2.4628  2.5330  1.0839  0.0653
H  2.8887  2.6912  2.8373  0.0770
H  3.6001  1.8255  -0.2162  0.0677
H  4.8209  0.5733  0.0926  0.0811
C  4.1542  4.6049  -1.9002  -0.8645
O  5.2059  4.1972  -1.5652  0.0735
N  3.9010  4.7869  -3.1120  0.1639
N  3.0499  4.5035  -1.1951  0.1818
H  2.9847  5.1444  -3.3413  0.1127
H  4.6939  4.9448  -3.7174  0.1291
H  2.2722  5.0071  -1.5973  0.1047
H  3.0805  4.0504  -0.2930  0.0896
C  -0.8280  -1.3122  -3.6174  -0.7901
O  -1.1905  -0.5205  -4.4629  0.0475
N  0.3849  -1.4704  -3.3165  0.1845
N  -1.4431  -1.9506  -2.7072  0.2131
H  0.6707  -1.8154  -2.4113  0.1021
H  0.9522  -0.8895  -3.9171  0.1208
H  -2.4343  -1.7564  -2.7110  0.0970
H  -0.8935  -2.5104  -2.0712  0.1355

Force components x, y, z for each atom (eV/Å):
0.299 3.419 -0.753
0.214 -1.839 -1.310
0.283 -0.502 0.810
0.312 0.609 0.599
0.550 1.270 -1.327
-1.289 -4.016 0.602
0.745 2.344 0.744
-0.771 -1.358 -0.096
-1.707 1.008 0.856
1.593 -0.372 -0.659
-1.418 1.294 0.019
1.843 0.638 0.047
-1.059 -2.318 0.183
-0.535 1.457 0.570
-0.942 -4.426 -3.413
-1.305 1.768 4.047
0.094 -0.029 -0.379
0.337 -2.019 0.473
-0.875 2.416 2.498
0.023 0.372 0.342
-0.340 0.254 0.071
0.074 -0.452 -0.231
-0.290 -0.319 0.078
0.752 0.418 -0.504
-0.581 -0.253 -0.308
-0.113 0.560 0.441
-0.116 -0.478 -0.166
0.935 0.384 -1.091
0.999 1.221 -1.838
2.575 -1.115 -0.026
1.004 0.541 -0.855
-1.568 1.985 2.047
0.574 -1.483 -1.589
0.096 1.974 1.933
0.560 -2.205 -0.627
0.141 -0.586 0.203
-0.308 -0.564 -0.097
-0.102 0.782 -0.845
0.704 0.712 -0.090
-0.894 -0.833 0.791
-0.352 -0.273 0.203
0.090 0.017 -0.653
1.280 -0.109 0.305
-0.502 0.069 -0.411
-0.434 0.227 -0.115
-0.503 0.631 0.102
0.239 -0.928 -0.316
0.912 -0.158 0.088
0.001 -1.514 -2.506
-1.328 -0.013 -0.868
-0.529 0.975 1.296
0.264 -0.392 -0.408
-1.253 0.674 1.456
0.285 0.908 -0.168
0.195 0.639 0.150
0.656 -0.278 0.791
-0.290 -0.775 -0.994
0.857 -0.402 -0.282
0.189 -0.147 0.265
0.139 0.177 -0.031
-0.268 -0.181 0.062
-0.204 0.455 -0.050
0.156 -0.345 0.361
-0.121 0.342 0.607
0.965 -2.449 -0.100
0.347 3.092 -0.869
-0.549 -0.505 0.248
-0.440 -0.040 0.087
0.775 0.017 -1.165
-0.538 -0.341 0.486
-0.456 0.250 -0.158
0.211 0.130 -0.171
-0.046 0.316 0.835
-0.309 0.128 0.044
0.644 0.021 -0.458
-0.434 -0.157 0.221
0.428 0.113 0.496
-0.485 -0.386 0.431
-0.123 -0.002 -0.187
-0.245 -0.706 0.351
0.571 0.521 0.095
-0.009 -2.028 -0.283
1.010 1.052 1.123
-1.281 -0.920 -0.714
0.400 0.292 0.923
1.327 0.398 -0.290
0.598 -0.626 0.808
-0.459 0.065 -0.229
-0.065 0.663 -0.768
0.697 -0.185 -0.195
-0.639 0.503 0.282
0.262 0.158 -0.205
0.315 -0.233 -0.435
-0.287 0.874 0.226
-0.582 -1.313 -0.035
-0.738 0.455 -0.124
-0.383 0.334 0.235
-0.005 0.322 -0.405
2.188 0.942 -1.420
1.240 0.233 -2.178
-0.663 3.057 2.115
-3.148 -4.186 1.041
0.365 0.679 -0.105
0.128 -0.262 0.538
0.005 -0.580 -0.346
-0.070 0.146 0.327
1.666 0.019 3.607
0.365 -0.566 0.088
-1.688 1.722 -0.051
0.323 -1.156 -3.679
-0.638 0.277 0.917
-0.361 0.172 -0.157
0.394 -0.769 -0.519
-0.012 0.354 -0.140
-0.362 -2.739 3.270
4.844 -0.827 2.348
-1.393 2.692 -8.020
-2.291 0.801 2.137
0.466 -0.001 -0.711
-0.396 0.124 -0.096
-0.449 -0.590 1.188
-0.370 0.662 -0.094
0.265 1.032 0.833
-2.443 1.202 -2.656
7.535 0.658 -1.748
-6.318 -1.955 1.845
0.636 0.575 -0.606
1.195 -0.294 0.838
-0.134 -1.026 1.206
-1.329 -0.067 0.096